DFT (ωB97M-V/def2-TZVPD) results for a 2-piece molecular cluster, C6H17NO overall in a non-equilibrium geometry.

Geometry as XYZ:
```
25
Properties=species:S:1:pos:R:3:forces:R:3:mulliken_charge:R:1
C -2.443087 -0.971488 0.090478 -1.461 0.891 -0.292 -0.93
C -1.333060 -0.209482 0.787249 0.751 -0.294 0.220 -0.61
N -0.045703 -0.177185 0.122382 -0.384 0.225 0.667 0.32
C 1.014434 -1.016193 0.625241 -0.042 0.038 -1.628 -1.41
C 0.140135 0.753717 -0.971720 0.271 0.017 -0.321 0.37
C 1.553088 1.352573 -0.983722 -0.147 0.534 -0.466 -1.45
C -0.193455 0.119954 -2.330853 0.057 0.267 -0.402 -1.43
H -2.602095 -2.000643 0.409694 0.434 -0.086 -0.197 0.29
H -3.375120 -0.442322 0.348403 0.008 -0.311 0.041 0.33
H -2.410275 -0.873208 -0.998328 0.235 -0.363 0.211 0.19
H -1.668762 0.805011 1.031085 0.036 0.064 -0.211 0.42
H -1.166807 -0.697128 1.743275 -0.034 0.081 0.328 0.31
H 1.881942 -0.472664 1.012736 -0.029 -0.071 0.277 0.37
H 0.596688 -1.714994 1.326017 0.026 -0.141 0.584 0.46
H 1.404028 -1.635643 -0.189338 0.243 -0.142 -0.018 0.26
H -0.569767 1.567001 -0.801908 -0.045 0.057 0.049 0.25
H 1.961300 1.364029 0.015029 0.444 -0.275 0.168 0.43
H 2.190835 0.875478 -1.732956 0.181 -0.355 0.497 0.32
H 1.577901 2.403280 -1.281576 -0.445 0.026 -0.108 0.36
H 0.328921 -0.823373 -2.449476 -0.053 -0.380 0.204 0.26
H -1.267833 -0.025204 -2.426963 0.074 -0.197 -0.079 0.36
H 0.131078 0.699989 -3.204824 -0.074 0.325 0.327 0.43
O 1.259796 0.197456 3.589145 -0.082 -0.001 -0.049 -0.68
H 1.060602 0.081769 2.651022 0.055 0.092 0.220 0.44
H 1.975211 0.839282 3.619920 -0.019 0.003 -0.022 0.31
```
Positions in Å, forces in eV/Å.

Its orbital gap is 8.762 eV. For the HOMO energy, the calculation gives -7.9 eV. The value obtained for the energy above the lowest of the compared OMol25 structures with the same formula, charge and spin is 114.2 kJ/mol. As for the charge: 0.